[1]
{
  "formula": "C28H32IN8NiO3P",
  "method": "the ωB97M-V functional and the def2-TZVPD basis",
  "orbital_gap_ev": [7.420, 7.418],
  "multiplicity": 1,
  "e_tot_ha": -3896.87958,
  "total_charge": 2,
  "e_homo_ha": [-0.4575, -0.4575],
  "species": ["Ni", "C", "N", "C", "C", "N", "C", "P", "C", "N", "C", "C", "N", "C", "C", "N", "C", "C", "N", "C", "H", "H", "H", "H", "H", "H", "H", "H", "H", "H", "H", "H", "H", "H", "H", "C", "O", "C", "C", "C", "C", "C", "C", "N", "C", "C", "C", "C", "C", "C", "C", "O", "H", "H", "H", "H", "H", "H", "H", "H", "H", "H", "H", "H", "H", "N", "C", "O", "C", "I", "H", "H", "H", "H"],
  "coordinates": [[-0.09, -0.21, 1.06], [-4.67, 2.08, 3.16], [-3.51, 1.96, 2.27], [-3.17, 2.84, 1.28], [-2.02, 2.36, 0.72], [-1.66, 1.20, 1.35], [-2.57, 0.98, 2.28], [-2.48, -0.36, 3.52], [-0.70, -0.14, 3.84], [0.25, -0.07, 2.91], [1.45, 0.09, 3.56], [1.21, 0.11, 4.90], [-0.14, -0.04, 5.07], [-0.84, -0.07, 6.36], [-2.28, -1.78, 2.40], [-1.32, -1.88, 1.50], [-1.41, -3.13, 0.95], [-2.46, -3.79, 1.54], [-3.00, -2.93, 2.46], [-4.13, -3.23, 3.33], [-5.30, 2.89, 2.79], [-4.35, 2.32, 4.17], [-5.24, 1.16, 3.17], [-3.76, 3.71, 1.07], [-1.44, 2.79, -0.08], [2.37, 0.17, 3.03], [1.88, 0.21, 5.74], [-0.10, -0.02, 7.14], [-1.41, -0.99, 6.46], [-1.51, 0.79, 6.45], [-0.73, -3.47, 0.20], [-2.85, -4.78, 1.38], [-4.57, -4.18, 3.02], [-4.89, -2.45, 3.26], [-3.80, -3.32, 4.37], [2.91, -1.74, -3.90], [2.27, -0.51, -3.56], [2.19, 0.51, -4.44], [2.53, 0.44, -5.78], [2.38, 1.53, -6.62], [1.88, 2.73, -6.13], [1.54, 2.81, -4.79], [1.71, 1.73, -3.94], [1.26, 1.92, -2.59], [1.61, 1.39, -1.43], [2.80, 0.75, -1.08], [3.99, 0.93, -1.85], [5.19, 0.46, -1.41], [5.24, -0.23, -0.17], [4.12, -0.44, 0.58], [2.84, 0.02, 0.14], [1.83, -0.26, 0.89], [3.54, -1.66, -4.78], [2.15, -2.50, -4.05], [3.54, -2.01, -3.05], [2.90, -0.49, -6.20], [2.65, 1.44, -7.66], [1.76, 3.59, -6.77], [1.17, 3.74, -4.38], [0.49, 2.57, -2.54], [0.89, 1.58, -0.63], [3.94, 1.49, -2.78], [6.09, 0.62, -1.98], [6.19, -0.58, 0.19], [4.16, -0.97, 1.52], [-2.74, -0.52, -0.95], [-1.51, -0.59, -1.45], [-0.48, -0.37, -0.79], [-1.39, -0.95, -2.90], [-1.24, -3.06, -3.09], [-2.86, -0.33, 0.04], [-3.55, -0.71, -1.52], [-0.48, -0.52, -3.31], [-2.26, -0.65, -3.47]]
}

=====

[2]
{
  "formula": "C28H32N2O",
  "method": "the ωB97M-V functional and the def2-TZVPD basis",
  "orbital_gap_ev": 8.316,
  "multiplicity": 1,
  "relative_energy_kcal_mol": 6.2,
  "e_tot_ha": -1270.87357,
  "e_homo_ha": -0.2862,
  "species": ["C", "C", "C", "C", "C", "O", "C", "C", "H", "H", "H", "H", "H", "H", "C", "C", "C", "C", "C", "C", "N", "C", "N", "C", "C", "C", "C", "C", "C", "C", "C", "C", "C", "C", "C", "C", "C", "H", "H", "H", "H", "H", "H", "H", "H", "H", "H", "H", "H", "H", "H", "H", "H", "H", "H", "H", "H", "H", "H", "H", "H", "H", "H"],
  "coordinates": [[-3.98, 0.99, -2.71], [-3.51, -0.33, -2.69], [-2.15, -0.57, -2.63], [-1.23, 0.49, -2.58], [0.19, 0.14, -2.38], [1.08, 0.90, -2.01], [-1.70, 1.82, -2.64], [-3.07, 2.06, -2.69], [-5.05, 1.18, -2.73], [-4.21, -1.17, -2.71], [-1.75, -1.59, -2.63], [0.41, -0.93, -2.60], [-0.98, 2.63, -2.66], [-3.45, 3.09, -2.71], [1.85, 6.19, -0.17], [1.58, 4.78, 0.25], [0.37, 4.46, 0.87], [0.10, 3.16, 1.28], [-1.22, 2.88, 1.93], [1.07, 2.17, 1.06], [0.82, 0.83, 1.48], [0.47, -0.16, 0.66], [0.26, -1.28, 1.37], [-0.02, -2.53, 0.76], [0.93, -3.04, -0.15], [2.20, -2.32, -0.47], [0.68, -4.28, -0.73], [-0.49, -4.99, -0.44], [-0.70, -6.32, -1.09], [-1.42, -4.45, 0.46], [-1.20, -3.22, 1.08], [-2.24, -2.68, 2.01], [0.74, -1.13, 2.77], [1.15, 0.32, 2.84], [2.30, 2.47, 0.44], [3.34, 1.43, 0.19], [2.54, 3.78, 0.05], [2.84, 6.28, -0.63], [1.10, 6.53, -0.89], [1.82, 6.87, 0.69], [-0.37, 5.24, 1.04], [-1.35, 1.84, 2.22], [-1.34, 3.51, 2.83], [-2.05, 3.15, 1.27], [2.81, -2.97, -1.11], [2.04, -1.39, -1.03], [2.80, -2.11, 0.42], [1.43, -4.70, -1.40], [-1.65, -6.76, -0.79], [-0.68, -6.22, -2.18], [0.11, -7.01, -0.81], [-2.34, -5.00, 0.69], [-3.08, -3.38, 2.06], [-1.87, -2.56, 3.04], [-2.67, -1.72, 1.68], [-0.07, -1.40, 3.46], [1.59, -1.81, 2.92], [2.24, 0.43, 2.99], [0.61, 0.90, 3.59], [4.22, 1.92, -0.24], [3.67, 0.92, 1.10], [3.02, 0.69, -0.56], [3.49, 4.02, -0.42]]
}

=====

[3]
{
  "formula": "C28H32N2O3S2SiW",
  "method": "the ωB97M-V functional and the def2-TZVPD basis",
  "orbital_gap_ev": [6.932, 6.136],
  "multiplicity": 3,
  "s2": 2.020,
  "e_tot_ha": -2574.39538,
  "e_homo_ha": [-0.2774, -0.2895],
  "species": ["W", "C", "C", "N", "N", "C", "S", "S", "C", "C", "C", "C", "C", "C", "C", "C", "C", "C", "C", "C", "C", "O", "H", "H", "H", "H", "H", "H", "H", "H", "H", "H", "H", "H", "H", "H", "C", "C", "O", "C", "C", "C", "C", "C", "C", "O", "H", "H", "H", "H", "H", "H", "H", "C", "Si", "C", "C", "C", "H", "H", "H", "H", "H", "H", "H", "H", "H", "H", "H"],
  "coordinates": [[0.69, 0.32, -0.79], [0.28, 0.40, 2.39], [0.65, -0.61, 1.33], [-0.32, -0.98, 0.46], [-0.42, -2.29, 0.08], [-0.68, -2.42, -1.19], [-0.65, -1.12, -2.31], [-1.11, -4.01, -1.80], [-1.76, -4.78, -0.29], [-3.01, -4.13, 0.24], [-4.22, -4.24, -0.45], [-5.36, -3.61, 0.03], [-5.30, -2.85, 1.19], [-4.10, -2.73, 1.87], [-2.96, -3.37, 1.40], [1.83, -1.48, 1.46], [2.28, -2.03, 2.65], [3.38, -2.87, 2.66], [4.03, -3.16, 1.47], [3.61, -2.60, 0.27], [2.52, -1.74, 0.27], [2.12, -1.12, -0.86], [-0.68, 0.13, 2.84], [0.20, 1.41, 1.99], [1.05, 0.42, 3.16], [-0.97, -4.77, 0.47], [-1.94, -5.81, -0.58], [-4.26, -4.82, -1.36], [-6.29, -3.71, -0.51], [-6.19, -2.35, 1.55], [-4.05, -2.14, 2.78], [-2.02, -3.26, 1.93], [1.75, -1.82, 3.58], [3.72, -3.31, 3.59], [4.89, -3.82, 1.47], [4.12, -2.81, -0.66], [3.44, 1.24, -3.96], [2.70, 1.54, -2.69], [1.61, 0.95, -2.52], [3.17, 2.53, -1.74], [4.10, 3.50, -2.17], [4.44, 4.55, -1.36], [3.86, 4.64, -0.09], [2.99, 3.69, 0.37], [2.63, 2.60, -0.44], [1.86, 1.67, 0.08], [3.11, 0.27, -4.33], [4.52, 1.24, -3.81], [3.20, 2.00, -4.71], [4.52, 3.43, -3.16], [5.14, 5.30, -1.70], [4.12, 5.48, 0.55], [2.55, 3.74, 1.36], [-1.69, 3.23, 1.54], [-2.25, 2.35, -0.03], [-3.35, 3.53, -0.99], [-3.29, 0.87, 0.42], [-0.80, 1.91, -1.12], [-2.35, 4.08, 1.75], [-0.68, 3.64, 1.43], [-1.70, 2.58, 2.41], [-4.22, 3.81, -0.39], [-3.71, 3.08, -1.91], [-2.82, 4.45, -1.25], [-4.18, 1.17, 0.97], [-2.73, 0.15, 1.03], [-3.61, 0.34, -0.48], [-0.21, 2.83, -1.25], [-1.26, 1.71, -2.10]]
}

=====

[4]
{
  "formula": "C28H32N2O5",
  "method": "the ωB97M-V functional and the def2-TZVPD basis",
  "orbital_gap_ev": 8.679,
  "multiplicity": 1,
  "relative_energy_kcal_mol": 0.0,
  "smiles": "CCOc1ccc(CN(C)C(=O)[C@H](Cc2ccccc2)NC(=O)OCc2ccccc2)cc1OC",
  "e_tot_ha": -1571.91842,
  "e_homo_ha": -0.2913,
  "species": ["C", "C", "O", "C", "C", "C", "C", "C", "N", "C", "C", "O", "C", "C", "C", "C", "C", "C", "C", "C", "N", "C", "O", "O", "C", "C", "C", "C", "C", "C", "C", "C", "C", "O", "C", "H", "H", "H", "H", "H", "H", "H", "H", "H", "H", "H", "H", "H", "H", "H", "H", "H", "H", "H", "H", "H", "H", "H", "H", "H", "H", "H", "H", "H", "H", "H", "H"],
  "coordinates": [[0.73, 5.65, 3.94], [0.51, 4.23, 3.45], [-0.34, 4.29, 2.32], [-0.75, 3.13, 1.75], [-0.33, 1.86, 2.11], [-0.84, 0.74, 1.46], [-1.76, 0.88, 0.44], [-2.31, -0.34, -0.25], [-1.28, -1.06, -0.98], [-0.74, -0.39, -2.15], [-0.88, -2.26, -0.53], [-1.29, -2.74, 0.51], [0.14, -3.04, -1.38], [-0.50, -4.39, -1.76], [-1.68, -4.11, -2.65], [-1.50, -3.91, -4.01], [-2.57, -3.60, -4.82], [-3.84, -3.47, -4.28], [-4.03, -3.66, -2.92], [-2.95, -3.99, -2.11], [1.34, -3.23, -0.59], [2.34, -2.31, -0.65], [2.42, -1.46, -1.50], [3.24, -2.53, 0.32], [4.38, -1.66, 0.34], [4.14, -0.47, 1.24], [3.38, 0.60, 0.79], [3.14, 1.68, 1.62], [3.67, 1.71, 2.90], [4.42, 0.64, 3.35], [4.65, -0.45, 2.53], [-2.17, 2.15, 0.06], [-1.68, 3.28, 0.69], [-2.02, 4.56, 0.39], [-2.96, 4.78, -0.64], [1.19, 6.24, 3.16], [1.37, 5.65, 4.82], [-0.22, 6.10, 4.20], [0.04, 3.62, 4.24], [1.47, 3.77, 3.19], [0.38, 1.72, 2.90], [-0.51, -0.24, 1.76], [-3.11, -0.07, -0.94], [-2.70, -1.05, 0.49], [0.35, -0.42, -2.15], [-1.13, -0.83, -3.07], [-1.04, 0.66, -2.10], [0.44, -2.51, -2.28], [0.24, -5.00, -2.27], [-0.82, -4.89, -0.84], [-0.51, -4.01, -4.44], [-2.42, -3.45, -5.88], [-4.68, -3.22, -4.91], [-5.01, -3.57, -2.50], [-3.10, -4.13, -1.05], [1.25, -3.77, 0.26], [4.58, -1.32, -0.68], [5.20, -2.27, 0.71], [2.97, 0.58, -0.21], [2.55, 2.51, 1.25], [3.50, 2.56, 3.54], [4.83, 0.66, 4.35], [5.24, -1.28, 2.89], [-2.89, 2.25, -0.74], [-3.08, 5.86, -0.69], [-3.92, 4.32, -0.41], [-2.59, 4.41, -1.60]]
}

=====

[5]
{
  "formula": "C28H32N4O3",
  "method": "the ωB97M-V functional and the def2-TZVPD basis",
  "orbital_gap_ev": 8.483,
  "multiplicity": 1,
  "relative_energy_kcal_mol": 26.7,
  "smiles": "COc1ccc([C@@H]2CC(=O)c3c(C)nc(N4CCN(Cc5ccccc5)CC4)nc3C2)cc1OC",
  "e_tot_ha": -1530.92045,
  "e_homo_ha": -0.2846,
  "species": ["C", "O", "C", "C", "C", "C", "C", "C", "C", "O", "C", "C", "C", "N", "C", "N", "C", "C", "N", "C", "C", "C", "C", "C", "C", "C", "C", "C", "N", "C", "C", "C", "C", "O", "C", "H", "H", "H", "H", "H", "H", "H", "H", "H", "H", "H", "H", "H", "H", "H", "H", "H", "H", "H", "H", "H", "H", "H", "H", "H", "H", "H", "H", "H", "H", "H", "H"],
  "coordinates": [[-8.22, -2.25, -1.87], [-7.75, -1.94, -0.58], [-6.59, -1.22, -0.46], [-5.84, -0.80, -1.55], [-4.67, -0.07, -1.40], [-4.21, 0.26, -0.13], [-2.95, 1.06, 0.07], [-3.02, 2.42, -0.62], [-1.79, 3.27, -0.37], [-1.87, 4.48, -0.33], [-0.53, 2.54, -0.23], [0.71, 3.18, -0.03], [0.85, 4.66, 0.07], [1.83, 2.49, 0.09], [1.77, 1.16, 0.01], [2.92, 0.48, 0.09], [2.96, -0.96, 0.18], [3.37, -1.37, 1.61], [4.59, -0.75, 2.06], [5.84, -1.44, 1.79], [6.29, -1.51, 0.35], [5.90, -2.57, -0.46], [6.28, -2.62, -1.79], [7.07, -1.62, -2.33], [7.48, -0.57, -1.53], [7.09, -0.52, -0.20], [4.57, 0.69, 1.87], [4.17, 1.11, 0.44], [0.64, 0.45, -0.16], [-0.48, 1.13, -0.28], [-1.72, 0.31, -0.47], [-4.96, -0.16, 0.96], [-6.13, -0.89, 0.83], [-6.71, -1.20, 2.03], [-7.93, -1.90, 2.10], [-8.44, -1.35, -2.45], [-9.15, -2.81, -1.71], [-7.51, -2.88, -2.42], [-6.17, -1.04, -2.55], [-4.13, 0.23, -2.28], [-2.81, 1.22, 1.14], [-3.90, 2.98, -0.29], [-3.11, 2.28, -1.70], [0.48, 5.13, -0.84], [1.89, 4.92, 0.22], [0.24, 5.04, 0.89], [1.97, -1.35, -0.06], [3.68, -1.34, -0.55], [3.47, -2.45, 1.68], [2.57, -1.05, 2.29], [5.73, -2.45, 2.18], [6.61, -0.93, 2.38], [5.29, -3.36, -0.05], [5.96, -3.45, -2.41], [7.37, -1.66, -3.37], [8.10, 0.21, -1.93], [7.43, 0.30, 0.43], [5.54, 1.10, 2.12], [3.82, 1.09, 2.56], [4.03, 2.19, 0.39], [4.93, 0.80, -0.28], [-1.59, -0.65, 0.01], [-1.85, 0.13, -1.55], [-4.64, 0.08, 1.96], [-7.86, -2.90, 1.66], [-8.15, -1.98, 3.16], [-8.74, -1.35, 1.61]]
}

=====

[6]
{
  "formula": "C28H33AsCl2IrNO5S",
  "method": "the ωB97M-V functional and the def2-TZVPD basis",
  "orbital_gap_ev": 7.265,
  "multiplicity": 1,
  "relative_energy_kcal_mol": 55.9,
  "e_tot_ha": -5176.38270,
  "e_homo_ha": -0.2747,
  "species": ["Ir", "O", "N", "C", "C", "C", "C", "C", "S", "H", "H", "H", "H", "Cl", "C", "C", "C", "Cl", "C", "O", "C", "C", "O", "C", "H", "H", "H", "C", "C", "As", "C", "C", "C", "C", "H", "H", "H", "H", "H", "H", "H", "H", "H", "H", "H", "H", "H", "H", "H", "C", "C", "C", "C", "C", "C", "C", "C", "C", "C", "O", "O", "H", "H", "H", "H", "H", "H", "H", "H", "H", "H", "H"],
  "coordinates": [[0.64, 0.07, -0.27], [0.92, -0.25, 1.74], [0.59, 0.88, 2.41], [0.11, 0.69, 3.66], [-0.15, 1.75, 4.48], [0.09, 3.04, 3.99], [0.54, 3.21, 2.71], [0.77, 2.11, 1.87], [1.22, 2.25, 0.22], [-0.03, -0.35, 3.92], [-0.54, 1.58, 5.47], [-0.10, 3.90, 4.61], [0.71, 4.19, 2.29], [-2.51, -7.06, 0.30], [-1.90, -5.45, 0.01], [-2.73, -4.35, 0.23], [-2.25, -3.08, 0.01], [-3.31, -1.74, 0.29], [-0.92, -2.81, -0.44], [-0.59, -1.58, -0.64], [-0.13, -3.96, -0.68], [1.22, -3.88, -1.22], [1.80, -2.87, -1.53], [-0.62, -5.25, -0.44], [-3.74, -4.49, 0.57], [1.71, -4.87, -1.35], [0.02, -6.10, -0.64], [4.01, -1.35, -2.61], [4.35, -0.52, -1.38], [3.04, -0.50, 0.06], [3.27, -2.20, 1.00], [4.58, -2.38, 1.75], [3.91, 0.73, 1.33], [5.43, 0.88, 1.19], [4.76, -1.18, -3.38], [3.03, -1.09, -3.00], [3.99, -2.42, -2.38], [4.46, 0.53, -1.66], [5.31, -0.83, -0.95], [3.17, -2.96, 0.23], [2.41, -2.29, 1.66], [5.44, -2.29, 1.09], [4.61, -3.38, 2.19], [4.69, -1.66, 2.57], [3.65, 0.35, 2.32], [3.45, 1.71, 1.22], [5.96, -0.06, 1.29], [5.79, 1.55, 1.97], [5.70, 1.32, 0.23], [-6.53, 3.65, -2.37], [-5.23, 3.01, -1.99], [-4.48, 3.49, -0.92], [-3.27, 2.92, -0.56], [-2.50, 3.47, 0.61], [-2.79, 1.84, -1.32], [-3.52, 1.33, -2.40], [-3.03, 0.16, -3.21], [-4.74, 1.92, -2.71], [-1.50, 1.21, -0.96], [-0.61, 0.97, -1.84], [-1.24, 0.84, 0.22], [-6.92, 4.27, -1.57], [-7.29, 2.89, -2.61], [-6.41, 4.28, -3.25], [-4.85, 4.33, -0.35], [-2.96, 4.39, 0.96], [-1.46, 3.67, 0.35], [-2.49, 2.76, 1.44], [-2.54, -0.59, -2.59], [-2.30, 0.48, -3.95], [-3.87, -0.31, -3.73], [-5.32, 1.52, -3.53]]
}

=====

[7]
{
  "formula": "C28H33AsF7N5SiTi",
  "method": "the ωB97M-V functional and the def2-TZVPD basis",
  "orbital_gap_ev": 7.122,
  "multiplicity": 1,
  "relative_energy_kcal_mol": 19.6,
  "e_tot_ha": -5434.14684,
  "total_charge": 2,
  "e_homo_ha": -0.5188,
  "species": ["Ti", "C", "C", "C", "C", "C", "C", "C", "N", "N", "C", "C", "C", "C", "C", "C", "N", "C", "C", "C", "C", "C", "C", "N", "H", "H", "H", "H", "H", "H", "H", "H", "H", "H", "H", "H", "H", "H", "H", "H", "H", "H", "H", "H", "C", "Si", "C", "C", "N", "C", "C", "C", "C", "C", "C", "F", "H", "H", "H", "H", "H", "H", "H", "H", "H", "H", "H", "H", "H", "F", "As", "F", "F", "F", "F", "F"],
  "coordinates": [[0.26, -0.16, 0.04], [-0.58, -0.93, 3.06], [-1.24, -2.24, 2.74], [-1.85, -2.38, 1.38], [-2.81, -3.38, 1.22], [-3.35, -3.62, -0.02], [-2.92, -2.85, -1.09], [-2.00, -1.87, -0.85], [-1.47, -1.60, 0.36], [0.60, -0.54, 2.21], [1.23, 0.63, 2.90], [1.41, 1.84, 2.03], [1.98, 3.00, 2.54], [2.11, 4.10, 1.71], [1.65, 4.00, 0.40], [1.09, 2.82, -0.03], [0.97, 1.75, 0.78], [1.57, -1.67, 2.18], [2.79, -1.26, 1.40], [4.05, -1.76, 1.67], [5.11, -1.33, 0.88], [4.87, -0.41, -0.12], [3.58, 0.04, -0.32], [2.55, -0.39, 0.42], [-0.23, -0.96, 4.10], [-1.31, -0.12, 2.99], [-2.03, -2.37, 3.49], [-0.56, -3.08, 2.91], [-3.09, -3.97, 2.08], [-4.09, -4.41, -0.16], [-3.28, -3.01, -2.09], [-1.65, -1.28, -1.69], [2.20, 0.33, 3.32], [0.61, 0.93, 3.75], [2.31, 3.03, 3.57], [2.55, 5.01, 2.07], [1.73, 4.84, -0.29], [0.71, 2.72, -1.03], [1.10, -2.53, 1.69], [1.83, -1.96, 3.20], [4.19, -2.47, 2.47], [6.10, -1.71, 1.05], [5.66, -0.04, -0.75], [3.36, 0.76, -1.10], [-3.91, 0.78, -0.05], [-2.39, 1.84, -0.09], [-2.64, 3.43, -1.05], [-1.89, 2.39, 1.63], [-1.04, 0.89, -0.85], [-0.94, 0.94, -2.26], [-1.97, 1.14, -3.17], [-1.70, 1.12, -4.53], [-0.42, 0.90, -5.01], [0.63, 0.67, -4.13], [0.32, 0.71, -2.80], [1.25, 0.41, -1.80], [-4.76, 1.38, 0.27], [-3.82, -0.06, 0.64], [-4.16, 0.38, -1.04], [-3.04, 4.17, -0.35], [-3.33, 3.35, -1.88], [-1.70, 3.83, -1.44], [-1.47, 1.65, 2.31], [-2.81, 2.76, 2.09], [-1.20, 3.23, 1.57], [-2.99, 1.28, -2.82], [-2.51, 1.27, -5.23], [-0.23, 0.87, -6.07], [1.64, 0.44, -4.46], [0.81, -1.84, -0.70], [1.39, -3.17, -2.21], [0.20, -2.30, -3.09], [0.14, -4.12, -1.54], [1.86, -4.22, -3.43], [2.44, -3.70, -0.98], [2.51, -1.91, -2.57]]
}